A molecular structure, C17H27FNO2P2Zr in a non-equilibrium geometry, computed with ωB97M-V with the def2-TZVPD basis set.

Each line ends with the natural charge from an NBO analysis.
Atoms and positions in Å:
Zr (0.6815, 0.6961, -0.1335)  1.8898
P (0.8736, -1.1090, -1.9749)  0.7586
C (-0.8173, -1.5582, -2.0290)  -0.1249
C (-1.6676, -1.3426, -0.9173)  0.0510
N (-1.3061, -0.4143, 0.0651)  -0.5661
C (-2.1155, -0.2039, 1.1335)  0.3040
C (-3.2744, -0.9183, 1.2892)  -0.0570
C (-3.6807, -1.8364, 0.3294)  -0.1344
C (-2.8858, -2.0348, -0.7844)  0.0002
C (-1.7211, 0.8055, 2.1943)  -0.7688
P (-0.5864, 2.1316, 1.5809)  0.8001
H (-3.1577, -2.7468, -1.5673)  0.2791
H (-3.8761, -0.7289, 2.1853)  0.2884
H (-4.5939, -2.4027, 0.4544)  0.2983
H (-2.6165, 1.2921, 2.6105)  0.2947
H (-1.2304, 0.3171, 3.0527)  0.3117
H (-2.3942, 0.0230, -3.6641)  0.4365
H (-1.2123, -2.2070, -2.8175)  0.2739
H (-1.5980, 2.8319, -3.2070)  0.4869
O (-2.5706, 0.9189, -4.0021)  -0.9381
H (-3.1078, 0.7316, -4.8046)  0.5113
H (1.1202, 2.0637, -1.1670)  -0.3850
O (-0.8782, 3.4376, -2.8979)  -0.9080
H (-1.0146, 3.4959, -1.9379)  0.4430
C (-1.7403, 3.3661, 0.9139)  -0.9355
H (-2.4276, 3.7875, 1.6637)  0.2915
H (-1.1292, 4.1837, 0.4977)  0.2876
H (-2.3353, 2.9132, 0.1038)  0.2505
C (0.1963, 2.8761, 3.0199)  -0.9340
H (0.8166, 3.7046, 2.6423)  0.2927
H (-0.4914, 3.2734, 3.7819)  0.2953
H (0.8481, 2.1207, 3.4850)  0.2774
C (1.8687, -2.5807, -1.6015)  -0.8758
H (1.7640, -3.3220, -2.4061)  0.2858
H (2.9263, -2.2941, -1.4884)  0.3102
H (1.4995, -3.0080, -0.6553)  0.2787
C (1.4373, -0.3797, -3.5395)  -0.9270
H (2.5162, -0.1682, -3.4453)  0.3031
H (1.2729, -1.0668, -4.3832)  0.2901
H (0.8941, 0.5672, -3.7031)  0.2988
F (5.0033, -2.6238, 3.2879)  -0.2773
C (4.0383, -1.9388, 2.5857)  0.4668
C (2.7127, -2.0366, 2.9894)  -0.2482
C (1.7317, -1.3315, 2.2748)  -0.2001
C (2.0862, -0.5062, 1.2090)  -0.5855
C (3.4250, -0.4686, 0.7947)  -0.2030
C (4.4136, -1.1791, 1.4911)  -0.2510
H (2.4595, -2.6545, 3.8442)  0.2693
H (0.6793, -1.4404, 2.5474)  0.1999
H (3.7088, 0.1081, -0.0868)  0.2207
H (5.4551, -1.1434, 1.1859)  0.2738

Cartesian forces, eV/Å:
Zr 2.602 -1.069 2.233
P 2.148 0.862 -0.938
C -1.926 -1.623 1.011
C 0.322 0.552 -0.111
N -0.676 0.250 0.575
C 2.973 1.076 -0.903
C -2.249 -1.450 0.012
C -0.209 0.063 0.720
C 0.093 -0.440 -0.891
C -0.137 0.007 0.069
P -1.612 1.107 1.059
H -0.111 0.184 0.254
H 0.077 -0.179 -0.388
H -0.078 0.031 0.004
H 0.111 -0.262 -0.115
H -0.086 -0.155 -0.291
H -0.214 0.559 -0.295
H -0.151 0.388 -0.145
H 0.690 0.775 0.102
O -0.204 -0.998 -0.214
H 0.398 0.482 0.530
H 0.402 0.451 -0.364
O -0.766 -1.236 0.374
H 0.007 0.272 -0.523
C 0.040 0.177 -0.486
H 0.324 -0.247 -0.075
H -0.316 -0.162 0.071
H 0.148 0.244 0.188
C 0.598 -0.092 0.293
H -0.097 -0.236 0.208
H -0.032 -0.194 -0.431
H -0.065 0.340 -0.072
C -0.466 -1.039 0.282
H 0.064 0.193 0.153
H -0.442 0.212 -0.039
H 0.316 0.078 -0.282
C -0.497 -0.154 -0.418
H -0.361 -0.109 0.051
H 0.141 0.243 0.137
H 0.250 -0.307 -0.034
F -1.672 1.154 -1.203
C 1.119 -0.754 0.912
C -0.725 0.112 -0.064
C 0.351 -0.532 0.685
C -1.095 1.295 -1.833
C 0.559 -0.316 0.528
C 0.037 0.395 -0.681
H 0.032 0.022 -0.095
H 0.276 -0.032 0.216
H 0.219 0.091 0.145
H -0.110 -0.029 0.076

* charge: +3
* HOMO (alpha / beta): -17.66 / -17.66 eV
* ΔE to the lowest compared entry with this formula, charge and spin: 353.9 kJ/mol

=====

2 unconnected molecules or ions with the total composition C17H27N2O7P2S2 in a non-equilibrium geometry, computed with ωB97M-V with the def2-TZVPD basis set.

Each line ends with the natural charge from an NBO analysis.
Atoms and positions in Å:
C (5.3219, -0.9234, 2.7150)  -0.2064
C (4.6794, -0.0726, 2.1694)  -0.0354
C (3.8483, 0.9156, 1.4757)  -0.4780
C (2.8768, 0.2257, 0.4962)  -0.3844
C (1.5221, 0.9332, 0.4652)  -0.3940
C (0.4851, 0.3211, -0.5239)  -0.1053
C (0.7183, 1.0661, -1.8776)  -0.5200
C (0.3706, 0.3130, -3.1429)  0.4171
O (1.2231, -0.1905, -3.8100)  -0.4908
C (0.8370, -1.0929, -0.8144)  0.2911
N (-0.0042, -1.9746, -0.4271)  -0.4547
S (0.2528, -3.6922, -0.6973)  0.3667
C (-1.1474, -1.3982, 0.3429)  -0.3390
P (-2.9367, -1.9809, -0.0303)  0.1757
P (-3.1222, -4.0684, -0.6759)  2.1138
O (-2.4185, -5.1358, 0.0337)  -1.0642
O (-2.8474, -3.9199, -2.2316)  -0.9880
O (-4.7090, -4.2007, -0.6163)  -0.9758
S (-0.8640, -1.9827, 2.0893)  2.1735
C (0.7013, -1.4844, 2.7180)  -0.8936
O (-0.8093, -3.4070, 1.9567)  -0.9211
O (-1.8927, -1.3912, 2.8916)  -0.9250
C (-0.9974, 0.1504, -0.0083)  0.0007
C (-2.0048, 0.5295, -1.1107)  -0.6629
C (-1.3653, 1.0315, 1.2112)  -0.5405
C (-1.2417, 2.5012, 0.9122)  0.4237
O (-0.7219, 3.2565, 1.6815)  -0.4984
H (5.8938, -1.6736, 3.1973)  0.2463
H (4.4921, 1.6197, 0.9514)  0.2489
H (3.2693, 1.4556, 2.2275)  0.2338
H (3.3014, 0.2242, -0.5105)  0.2129
H (2.7834, -0.8170, 0.7989)  0.2013
H (1.1202, 1.0343, 1.4655)  0.2238
H (1.7162, 1.9534, 0.1277)  0.2316
H (0.1959, 2.0242, -1.8905)  0.2674
H (1.7848, 1.2781, -1.9561)  0.2442
H (-0.6785, 0.2273, -3.4503)  0.1374
H (1.7369, -1.3650, -1.3506)  0.2605
H (0.7866, -3.4523, -1.9031)  0.1185
H (-3.4115, -2.1337, 1.2757)  0.0675
H (-3.0502, -4.7629, -2.6661)  0.5233
H (-4.9443, -4.6234, 0.2234)  0.5245
H (1.5072, -1.8475, 2.0897)  0.2509
H (0.7305, -2.0378, 3.6581)  0.2968
H (0.7502, -0.4252, 2.9308)  0.2509
H (-1.7247, 1.4703, -1.5756)  0.2524
H (-2.0631, -0.2111, -1.9048)  0.2221
H (-2.9985, 0.6759, -0.6984)  0.2474
H (-0.7396, 0.8517, 2.0767)  0.2311
H (-2.3909, 0.7792, 1.4868)  0.2679
H (-1.6338, 2.8837, -0.0397)  0.1408
C (0.0607, 5.6684, -1.4016)  -0.7291
C (-0.8291, 4.6559, -1.9512)  0.3347
N (-1.5225, 3.8322, -2.3590)  -0.3921
H (0.9922, 5.2071, -1.0795)  0.2556
H (0.2775, 6.4196, -2.1585)  0.2707
H (-0.4128, 6.1466, -0.5464)  0.2733

Cartesian forces, eV/Å:
C -0.138 0.100 -0.095
C 0.002 0.053 -0.093
C 0.010 -0.423 0.127
C -0.059 0.135 -0.061
C 0.204 0.197 -0.161
C 0.068 -0.446 -0.317
C -0.221 0.368 -0.001
C -0.434 0.198 0.249
O 0.676 -0.533 -0.420
C 0.116 0.305 0.202
N -0.050 -0.336 -0.211
S -0.210 0.059 0.186
C 0.504 0.005 0.331
P -0.383 0.486 -0.868
P 0.469 -0.484 0.512
O -0.062 0.007 -0.085
O -0.105 0.035 0.040
O 0.024 0.248 0.243
S -0.559 -0.039 0.283
C 0.095 -0.066 0.092
O 0.203 -0.218 -0.263
O 0.068 0.269 0.030
C -0.564 0.443 0.314
C 0.315 0.159 -0.255
C 0.371 -0.418 -0.313
C -0.303 -0.024 -0.218
O 0.402 0.400 0.382
H 0.131 -0.098 0.100
H -0.077 0.166 0.034
H 0.072 0.180 -0.017
H 0.122 -0.075 0.010
H -0.070 -0.072 -0.012
H -0.033 -0.155 0.104
H -0.179 0.102 0.113
H -0.051 0.019 0.176
H 0.049 -0.082 0.030
H -0.211 0.158 -0.003
H 0.011 -0.217 0.021
H 0.029 -0.013 -0.135
H 0.237 -0.323 0.188
H 0.094 0.052 -0.255
H -0.236 -0.119 -0.082
H 0.058 0.027 -0.070
H 0.032 0.002 0.037
H 0.012 0.107 -0.052
H -0.004 0.077 0.008
H -0.099 -0.104 0.007
H -0.060 -0.153 -0.051
H -0.108 -0.080 0.185
H -0.066 0.162 0.090
H -0.175 -0.072 -0.090
C -0.027 0.134 -0.033
C -0.207 -0.284 -0.098
N 0.305 0.177 0.148
H 0.006 -0.004 0.004
H 0.003 0.008 0.001
H 0.002 0.000 0.011

* charge: +1
* HOMO: -12.47 eV

=====

C17H27N3O in the gas phase in a non-equilibrium geometry, computed with ωB97M-V with the def2-TZVPD basis set.

Each line ends with the natural charge from an NBO analysis.
Atoms and positions in Å:
C (-0.6659, 3.7721, 3.4396)  -0.6033
C (-1.2978, 4.3731, 2.1904)  -0.3852
C (-0.4656, 4.0636, 0.9486)  -0.4067
C (-1.1143, 4.6013, -0.3256)  -0.3972
C (-0.3257, 4.2706, -1.6005)  -0.3970
H (-0.3536, 5.1333, -2.2710)  0.2036
C (-0.8736, 3.0753, -2.3839)  -0.3822
C (-0.8081, 1.7284, -1.6643)  -0.4039
C (0.6214, 1.2446, -1.4288)  -0.3999
C (0.6621, -0.1798, -0.8811)  -0.5046
C (0.1922, -0.2731, 0.5484)  0.6940
O (-0.0954, 0.6548, 1.2706)  -0.6076
N (0.1139, -1.5524, 1.0358)  -0.4497
N (0.4475, -2.6186, 0.2971)  -0.2329
C (0.4034, -3.8108, 0.7560)  0.2255
C (0.8438, -4.8590, -0.1664)  -0.1174
C (1.3543, -6.0808, 0.2792)  0.0411
N (1.7604, -7.0422, -0.5269)  -0.4137
C (1.6912, -6.8450, -1.8317)  0.0384
C (1.2277, -5.6630, -2.3940)  -0.2532
C (0.7977, -4.6589, -1.5487)  -0.1394
H (0.4196, -3.7232, -1.9300)  0.2307
H (1.1992, -5.5382, -3.4653)  0.2210
H (2.0252, -7.6696, -2.4474)  0.1938
H (1.4639, -6.2958, 1.3339)  0.1898
C (-0.0435, -4.1891, 2.1431)  -0.6947
H (-0.3245, -5.2367, 2.1827)  0.2381
H (-0.9086, -3.5951, 2.4393)  0.2239
H (0.7562, -4.0124, 2.8637)  0.2359
H (-0.1839, -1.6471, 2.0073)  0.3800
H (0.0442, -0.8467, -1.4855)  0.2307
H (1.6808, -0.5743, -0.9095)  0.2413
H (1.1718, 1.2750, -2.3721)  0.2024
H (1.1217, 1.9054, -0.7208)  0.2157
H (-1.3306, 0.9902, -2.2806)  0.1941
H (-1.3313, 1.7915, -0.7112)  0.2124
H (-0.3192, 2.9953, -3.3237)  0.1936
H (-1.9168, 3.2804, -2.6387)  0.1978
H (0.7209, 4.0973, -1.3470)  0.1946
H (-2.1274, 4.2023, -0.4123)  0.1915
H (-1.2049, 5.6866, -0.2298)  0.1980
H (-0.3369, 2.9842, 0.8849)  0.2235
H (0.5253, 4.5116, 1.0619)  0.1876
H (-1.3991, 5.4553, 2.3095)  0.1882
H (-2.3009, 3.9597, 2.0608)  0.1902
H (-0.5453, 2.6991, 3.3114)  0.2137
H (-1.2867, 3.9535, 4.3147)  0.2012
H (0.3152, 4.2076, 3.6178)  0.1963

Cartesian forces, eV/Å:
C -0.195 0.121 -0.090
C 0.301 -0.156 0.005
C -0.466 0.213 0.005
C 0.383 -0.033 0.027
C -0.287 0.017 -0.110
H 0.103 -0.011 0.001
C 0.068 -0.027 0.115
C 0.182 0.186 -0.186
C -0.296 -0.168 0.201
C 0.093 0.492 -0.138
C 0.099 -0.209 -0.299
O -0.014 0.200 0.068
N -0.444 -0.400 1.150
N 0.321 -0.358 -0.546
C -0.182 0.532 0.424
C 0.213 -0.459 -0.547
C -0.237 0.507 0.106
N 0.241 -0.539 0.046
C -0.009 0.081 -0.222
C -0.018 0.020 0.103
C 0.029 -0.157 0.164
H -0.030 0.068 -0.050
H -0.008 -0.008 -0.088
H 0.012 -0.012 -0.132
H -0.081 0.078 0.140
C 0.056 0.246 -0.134
H -0.021 -0.016 0.050
H -0.038 -0.007 0.064
H 0.005 -0.016 0.107
H 0.096 0.086 -0.267
H 0.096 -0.049 -0.025
H -0.058 -0.113 -0.034
H 0.048 0.019 0.010
H 0.097 0.061 -0.033
H -0.042 -0.055 0.049
H -0.097 -0.068 0.071
H -0.059 -0.025 -0.078
H -0.006 0.039 -0.078
H 0.120 0.064 -0.009
H -0.119 0.017 0.005
H -0.091 0.004 0.011
H 0.114 -0.071 -0.028
H 0.100 -0.032 -0.013
H -0.087 0.026 -0.035
H -0.072 0.051 -0.033
H 0.046 -0.134 0.050
H 0.010 -0.019 0.141
H 0.123 0.015 0.063

* charge: 0
* SMILES string: CCCCCCCCCC(=O)N/N=C(\C)c1cccnc1
* HOMO: -8.80 eV
* ΔE to the lowest compared entry with this formula, charge and spin: 140.0 kJ/mol

=====

C17H27N3O2S in the gas phase, computed with ωB97M-V with the def2-TZVPD basis set.

Each line ends with the natural charge from an NBO analysis.
Atoms and positions in Å:
C (-4.4184, -3.1020, -0.0117)  -0.6390
C (-3.9404, -2.1571, 1.0873)  -0.0590
O (-3.7688, -0.8331, 0.6317)  -0.5168
C (-2.6862, -0.5065, -0.1374)  0.3109
C (-1.6275, -1.3585, -0.4166)  -0.2973
C (-0.5703, -0.9498, -1.2120)  -0.2167
C (-0.5385, 0.3238, -1.7517)  -0.0283
C (-1.5942, 1.1801, -1.4727)  -0.2210
C (-2.6616, 0.7951, -0.6794)  0.2462
O (-3.6876, 1.6913, -0.5286)  -0.5130
C (-4.0372, 2.0663, 0.7963)  -0.0619
C (-2.9509, 2.9083, 1.4560)  -0.6433
H (-2.7583, 3.8027, 0.8682)  0.2056
H (-3.2666, 3.2018, 2.4536)  0.2096
H (-2.0244, 2.3432, 1.5324)  0.2276
H (-4.9550, 2.6489, 0.6764)  0.1809
H (-4.2534, 1.1824, 1.4036)  0.1872
H (-1.6023, 2.1841, -1.8686)  0.2193
C (0.6506, 0.8168, -2.5247)  -0.4267
H (0.3465, 1.5867, -3.2345)  0.2202
H (1.1166, -0.0008, -3.0786)  0.2024
C (1.6779, 1.4385, -1.5601)  -0.2152
N (2.1945, 0.4814, -0.6136)  -0.4712
C (1.6702, 0.3630, 0.6245)  0.3249
N (2.1034, -0.6613, 1.3938)  -0.6393
H (1.7181, -0.7025, 2.3233)  0.4227
C (3.0819, -1.6393, 0.9559)  -0.0457
N (3.9346, -1.1071, -0.0691)  -0.4445
C (3.1355, -0.5198, -1.1047)  -0.0422
H (3.7883, -0.0374, -1.8381)  0.2045
H (2.5903, -1.3342, -1.6073)  0.1838
C (5.0854, -0.3377, 0.3782)  -0.2055
C (4.8082, 0.9841, 1.0948)  -0.6378
H (4.2257, 0.8269, 1.9991)  0.2140
H (4.2655, 1.6732, 0.4529)  0.2139
H (5.7529, 1.4454, 1.3722)  0.2146
H (5.6590, -0.9957, 1.0373)  0.1944
H (5.6937, -0.1481, -0.5108)  0.1940
H (3.6839, -1.9540, 1.8121)  0.2032
H (2.5663, -2.5241, 0.5465)  0.1805
S (0.6057, 1.4446, 1.2880)  -0.2941
H (2.5188, 1.8542, -2.1253)  0.1930
H (1.1972, 2.2358, -0.9885)  0.2532
H (0.2312, -1.6477, -1.4119)  0.1975
H (-1.6097, -2.3600, -0.0153)  0.2116
H (-3.0215, -2.5316, 1.5560)  0.1680
H (-4.7083, -2.0757, 1.8625)  0.1921
H (-5.3462, -2.7280, -0.4372)  0.2165
H (-3.6825, -3.1755, -0.8086)  0.2137
H (-4.5921, -4.0910, 0.4041)  0.2124

Cartesian forces, eV/Å:
C 0.155 0.343 0.167
C -0.102 -0.447 0.029
O 0.100 0.360 -0.249
C -0.060 0.178 -0.017
C -0.134 -0.096 0.203
C -0.012 0.120 -0.143
C -0.053 -0.138 -0.165
C -0.183 -0.197 0.105
C 0.074 -0.027 -0.051
O 0.073 -0.352 -0.298
C -0.025 0.275 0.572
C -0.188 -0.215 -0.293
H 0.032 0.118 -0.031
H -0.024 0.044 0.137
H 0.062 -0.034 0.052
H 0.080 -0.104 0.059
H -0.035 0.151 -0.129
H -0.035 0.163 -0.027
C 0.109 0.059 0.311
H 0.037 -0.025 -0.095
H -0.035 0.011 -0.099
C -0.148 0.273 -0.317
N 0.081 -0.272 0.213
C 0.106 0.061 0.314
N 0.176 -0.191 -0.107
H -0.034 0.121 -0.108
C -0.020 -0.420 -0.198
N -0.088 -0.117 -0.068
C 0.103 -0.349 -0.214
H -0.074 -0.036 0.028
H 0.058 0.153 -0.016
C 0.058 0.205 0.102
C 0.075 -0.166 -0.082
H -0.051 0.057 0.080
H -0.042 0.103 0.000
H 0.096 0.080 0.046
H 0.059 0.039 -0.086
H 0.058 -0.051 0.076
H -0.059 0.021 -0.070
H 0.122 0.117 0.125
S -0.479 0.545 0.462
H 0.004 -0.006 0.047
H 0.154 -0.051 -0.126
H 0.089 -0.065 -0.038
H -0.077 -0.078 0.041
H -0.088 0.080 0.001
H 0.167 -0.047 -0.053
H -0.090 -0.002 -0.039
H 0.026 -0.065 -0.070
H -0.019 -0.125 0.020

* charge: 0
* SMILES string: CCOc1ccc(CCN2CN(CC)CNC2=S)cc1OCC
* HOMO: -7.69 eV
* ΔE to the lowest compared entry with this formula, charge and spin: 87.1 kJ/mol

=====

> charge of number 1 (C17H27FNO2P2Zr)?

+3